1.
DFT (the ωB97M-V functional and the def2-TZVPD basis) results for a 2-piece molecular cluster, C5H16N3 overall at a distorted geometry.

## Properties
Charge: +1
Energy above the lowest of the compared OMol25 structures with the same formula, charge and spin, kcal per mole: 51.2
Total energy, eV: -9907.497

Last column: Löwdin charge in e.
Atoms and positions in Å:
C 1.26307 2.37600 0.39150  -0.060
C 1.06665 1.31949 1.51868  -0.201
C -1.14609 0.46898 1.98392  0.137
N -0.09134 0.48146 1.25918  -0.024
H 1.59909 1.96989 -0.57847  0.068
H 0.29461 2.89397 0.28018  0.088
H 1.99847 3.11062 0.74315  0.087
H 1.92718 0.64554 1.59809  0.130
H 0.90509 1.86200 2.47894  0.130
H -1.92026 -0.18353 1.57521  0.098
H -1.28263 1.00317 2.93574  0.127
H -0.19206 -0.18318 0.31161  0.082
C -0.10295 -2.45354 -0.21075  -0.073
N -0.84721 -1.18951 -0.45942  -0.151
C -0.87403 -0.78905 -1.96257  -0.215
N 0.27502 0.00197 -2.38274  0.048
H -0.13046 -2.80487 0.81011  0.080
H -0.59185 -3.21616 -0.86204  0.098
H 0.95549 -2.36290 -0.52565  0.095
H -1.81442 -1.33215 -0.19091  0.109
H -1.81261 -0.20499 -2.08378  0.130
H -0.93958 -1.70134 -2.56256  0.117
H 0.33901 0.80146 -1.78194  0.032
H 1.12181 -0.51333 -2.28548  0.064

***

2.
DFT (the ωB97M-V functional and the def2-TZVPD basis) results for a 2-piece molecular cluster, C5H16N3 overall at a distorted geometry.

## Properties
Charge: +1
Energy above the lowest of the compared OMol25 structures with the same formula, charge and spin, kcal per mole: 48.6
Total energy, eV: -9907.610

Last column: Löwdin charge in e.
Atoms and positions in Å:
C -0.32756 -2.60552 0.58745  -0.052
C -2.97112 1.31534 0.10517  0.009
C 3.11809 0.24649 0.01003  -0.071
C -0.04361 -1.40649 -0.35593  -0.208
C -1.56859 0.75117 -0.01103  -0.261
N -0.63654 1.64351 0.13649  0.198
N -1.35239 -0.65339 -0.40932  0.068
N 2.05268 1.32373 -0.33038  -0.058
H -1.00676 -3.27027 0.08666  0.076
H 0.70390 -3.07521 0.51248  0.108
H -0.55602 -2.13231 1.51271  0.074
H -3.67540 0.55380 -0.37281  0.120
H -3.06834 2.42146 -0.12990  0.128
H -3.23461 1.15219 1.08349  0.057
H 3.16084 -0.35558 -0.82582  0.051
H 4.07352 0.65920 0.07342  0.060
H 2.87661 -0.23520 0.91590  0.061
H 0.68471 -0.78712 0.07560  0.052
H 0.24499 -1.65201 -1.38072  0.126
H -0.75611 2.60015 0.38616  0.131
H 0.38363 1.46909 0.30504  0.079
H -2.21553 -1.16790 -0.20944  0.132
H 1.65853 0.99996 -1.17561  0.043
H 2.45510 2.20491 -0.58967  0.075

***

3.
DFT (the ωB97M-V functional and the def2-TZVPD basis) results for a 2-piece molecular cluster, C5H16N3 overall at a distorted geometry.

## Properties
Charge: +1
Energy above the lowest of the compared OMol25 structures with the same formula, charge and spin, kcal per mole: 44.3
Total energy, eV: -9907.794

Last column: Löwdin charge in e.
Atoms and positions in Å:
C 0.98559 1.99386 0.11147  -0.238
C 0.42701 3.37155 0.07742  -0.099
C 0.66642 -0.02318 -1.16058  -0.424
N 0.14292 1.08436 -0.71945  0.096
N 1.69101 -0.63547 -0.51251  0.222
N -0.05138 -0.72744 -2.05978  0.206
H 2.14270 2.00162 -0.25644  0.174
H 0.98314 1.63361 1.24203  0.157
H -0.61778 3.36955 0.55514  0.125
H 0.38223 3.75178 -0.96074  0.101
H -0.73230 1.43256 -1.06302  0.160
H 2.19581 -0.29983 0.33908  0.155
H 2.25696 -1.23600 -0.96369  0.076
H -0.89684 -0.39962 -2.51545  0.141
H 0.22590 -1.59217 -2.40723  0.105
H 1.02831 4.02129 0.52226  0.028
C -1.48673 -1.87851 1.87270  -0.160
C -1.18821 -2.48995 0.48515  -0.173
H -0.66969 -2.14366 2.46869  0.042
H -1.59623 -0.84565 1.90499  0.027
H -2.41127 -2.32571 2.28269  0.085
H -1.76525 -1.83857 -0.26737  0.082
H -1.62805 -3.42446 0.62329  0.028
H -0.08428 -2.79998 0.40135  0.083

***

4.
DFT (the ωB97M-V functional and the def2-TZVPD basis) results for a 2-piece molecular cluster, C5H16N3 overall at a distorted geometry.

## Properties
Charge: +1
Energy above the lowest of the compared OMol25 structures with the same formula, charge and spin, kcal per mole: 60.8
Total energy, eV: -9907.078

Last column: Löwdin charge in e.
Atoms and positions in Å:
C 0.37505 0.32585 -2.94049  -0.180
C 1.13623 -0.97238 -2.44340  -0.150
H -0.69153 0.27822 -3.12033  0.051
H 0.41733 1.15668 -2.31643  0.015
H 0.78217 0.62623 -3.88344  0.056
H 0.36974 -1.72786 -2.86084  0.080
H 1.26274 -0.94642 -1.30510  0.049
H 2.18141 -1.06337 -2.91245  0.086
C -0.08324 1.52169 1.46676  -0.195
C 1.34961 1.37915 1.77782  -0.111
C -1.28826 -0.70819 1.31319  -0.369
N -0.52872 0.17485 1.96481  0.062
N -2.07432 -0.32600 0.19989  0.187
N -1.17477 -2.02744 1.62548  0.194
H -0.37077 2.36566 2.12306  0.126
H -0.54630 1.81319 0.47415  0.138
H 1.85891 0.68732 2.49531  0.113
H 1.82222 2.34982 1.64731  0.094
H -0.05502 -0.23800 2.84283  0.198
H -2.08140 0.63714 -0.03058  0.081
H -1.91564 -1.03033 -0.55690  0.139
H -0.79771 -2.30864 2.48655  0.106
H -1.65017 -2.69724 0.99213  0.151
H 1.70246 0.73005 0.96068  0.078

***

5.
DFT (the ωB97M-V functional and the def2-TZVPD basis) results for a 3-piece molecular cluster, C5H16N4 overall at a distorted geometry.

## Properties
Charge: 0
Energy above the lowest of the compared OMol25 structures with the same formula, charge and spin, kcal per mole: 127.2
Total energy, eV: -11400.020

Last column: Löwdin charge in e.
Atoms and positions in Å:
C 0.60084 0.25561 -0.39579  -0.280
C -0.56727 0.87830 0.07357  -0.236
C -0.21976 -1.45106 0.80028  -0.317
C -1.94989 0.64548 -0.46692  -0.080
C 0.99867 -1.76480 1.61981  -0.132
N -0.07439 2.70530 -0.74689  -0.134
N 1.02766 3.34642 -0.13090  -0.111
N 0.74224 -0.28796 -1.65890  0.075
N -0.49364 -2.41963 -0.22688  0.011
H 0.19164 2.54700 -1.72116  0.039
H 1.53742 0.56360 0.06312  0.114
H -0.50979 1.28399 1.07621  0.117
H -1.09764 -1.27779 1.42463  0.102
H 0.78616 3.57676 0.82726  0.050
H 1.88783 2.78639 -0.11492  0.040
H 1.57460 -0.85453 -1.76632  0.089
H -0.06438 -0.84093 -1.94326  0.069
H 0.07649 -3.26350 -0.18934  0.078
H -1.47297 -2.68052 -0.24311  0.076
H -2.57386 0.12054 0.26139  0.071
H -2.41710 1.61434 -0.65620  0.074
H -1.95362 0.06797 -1.39242  0.071
H 0.91146 -2.72911 2.14791  0.071
H 1.89020 -1.82806 0.98393  0.069
H 1.16910 -0.99379 2.37490  0.073

***

6.
DFT (the ωB97M-V functional and the def2-TZVPD basis) results for a 2-piece molecular cluster, C5H16N5 overall at a distorted geometry.

## Properties
<S²>: 2.014
Charge: +1
Multiplicity: 3
Total energy, eV: -12880.963

Last column: Mulliken spin population.
Atoms and positions in Å:
C 0.09180 2.74687 0.44637  0.005
C 2.34837 -0.83902 -0.16435  0.004
C -0.56082 1.35802 0.49373  0.007
C 1.26043 -0.17838 0.65034  -0.004
C -1.21338 -1.67419 -1.24367  0.094
N -2.37345 -1.49735 -0.82503  0.550
N -3.33051 -1.00681 -0.32336  0.790
N -0.67463 -2.81331 -1.66379  0.200
N -3.35091 -0.94231 1.03484  0.329
N 0.27458 0.43154 -0.30525  0.024
H -0.23774 3.17787 -0.41882  0.000
H -0.41506 3.44119 1.07832  0.000
H 1.08763 2.87610 0.54775  0.000
H 3.24411 -0.83733 0.31597  0.000
H 1.99596 -1.79639 -0.40505  0.003
H 2.51957 -0.34141 -1.01593  -0.001
H -1.56099 1.57185 -0.07684  -0.007
H -0.65706 1.12552 1.52622  -0.002
H 1.63724 0.72856 1.13371  0.002
H 0.75511 -0.80284 1.37939  -0.002
H -0.53104 -0.62797 -0.97376  0.057
H -1.12566 -3.64619 -1.65368  -0.008
H 0.38648 -2.75684 -1.84759  -0.011
H -2.55116 -1.08675 1.61418  -0.014
H -4.05676 -0.30492 1.40906  -0.014
H 0.76968 1.02394 -0.89074  0.000

***

7.
DFT (the ωB97M-V functional and the def2-TZVPD basis) results for a 2-piece molecular cluster, C5H16NO overall at a distorted geometry.

## Properties
<S²>: 0.753
Charge: +2
Multiplicity: 2
Energy above the lowest of the compared OMol25 structures with the same formula, charge and spin, kcal per mole: 47.5
Total energy, eV: -8959.727

Last column: Mulliken spin population.
Atoms and positions in Å:
C -0.93583 0.32772 -0.19637  0.027
C 0.47788 0.17400 -0.76555  0.053
C 0.66197 -0.98410 -1.82221  0.057
C 1.09597 1.50755 -0.92908  0.194
C 2.02174 1.83169 0.28926  0.243
N -1.35917 -1.19978 0.22566  0.000
H -1.78494 0.76545 -0.75316  0.001
H -1.00217 0.73338 0.76366  0.005
H 1.13440 -0.25272 0.00936  0.157
H 1.68663 -1.49190 -1.62363  0.024
H -0.15011 -1.65882 -1.66968  0.003
H 0.80059 -0.65830 -2.84991  0.022
H 1.49338 1.63280 -1.91277  -0.005
H 0.27652 2.31901 -0.82004  0.149
H 1.33188 1.77854 1.14480  0.007
H 2.97553 1.22990 0.10042  0.068
H 2.41508 2.80528 0.28733  -0.002
H -1.94447 -1.60277 -0.61791  0.000
H -0.42452 -1.70566 0.09967  -0.003
H -1.80697 -1.37585 1.25361  0.000
H -1.61111 -1.09514 3.54073  0.000
H -3.11980 -1.56685 3.36494  0.000
O -2.23247 -1.51346 2.88086  0.000

***

8.
DFT (the ωB97M-V functional and the def2-TZVPD basis) results for a 3-piece molecular cluster, C5H16NO2 overall at a distorted geometry.

## Properties
Charge: +1
Energy above the lowest of the compared OMol25 structures with the same formula, charge and spin, kcal per mole: 65.8
Total energy, eV: -11021.027

Last column: Löwdin charge in e.
Atoms and positions in Å:
C -0.63059 0.02844 -0.54075  -0.137
C 0.41540 -0.31620 0.57874  -0.192
C 0.43277 -1.83772 0.94729  -0.202
C -1.67219 -2.05731 2.55441  0.048
C -0.86276 -2.51700 1.50075  -0.125
N -0.24905 1.28665 -1.16767  0.182
H -0.77977 -0.63236 -1.24557  0.071
H -1.59291 0.08221 0.12328  0.175
H 0.25692 0.28341 1.47435  0.107
H 1.50858 -0.08481 0.26710  0.127
H 1.04675 -2.38525 0.15602  0.124
H 1.26264 -1.92209 1.67770  0.112
H -1.33181 -1.21153 3.07380  0.037
H -2.53939 -2.71550 2.67611  0.065
H -0.90411 -3.43991 1.09140  0.044
H 0.58436 1.54520 -0.68401  0.124
H -0.97624 1.90419 -1.09829  0.115
H 0.07954 1.20928 -2.08390  0.121
H 2.58756 0.37254 -2.30691  0.032
H 1.79754 -0.76423 -2.73211  0.070
O 1.74474 0.04096 -2.24940  0.032
H 0.66294 4.71064 -0.71740  0.021
H -0.85533 4.35965 -0.49307  0.069
O 0.01443 4.06075 -0.80186  -0.019

***

9.
DFT (the ωB97M-V functional and the def2-TZVPD basis) results for a 5-piece molecular cluster, C5H16NO4 overall at a distorted geometry.

## Properties
Charge: -1
Energy above the lowest of the compared OMol25 structures with the same formula, charge and spin, kcal per mole: 76.7
Total energy, eV: -15122.576

Last column: Löwdin charge in e.
Atoms and positions in Å:
C -0.68197 -1.73996 -2.51160  -0.277
O -1.84190 -1.73954 -2.81412  0.033
C -0.03402 -0.91530 -1.36054  -0.148
C 0.71995 0.43768 -1.73167  -0.233
C 0.38906 1.52058 -0.72714  -0.258
C -0.81795 1.70380 -0.12193  -0.419
N -1.18012 2.59489 0.81327  -0.080
H 2.57835 -4.10613 -0.95067  0.029
H 0.08390 -2.36252 -2.99271  0.101
H -0.84266 -0.44630 -0.75590  0.072
H 0.63135 -1.60214 -0.76695  0.084
H 0.20781 0.73497 -2.67461  0.093
H 1.80180 0.31809 -1.87497  0.088
H 1.20018 2.25488 -0.56575  0.084
H -1.69867 1.17302 -0.75360  0.134
H -2.20072 2.73270 0.85276  -0.014
H 1.43707 -2.15606 1.07408  0.026
H -2.43577 3.39916 2.55967  -0.009
H 0.93178 -3.21074 2.15454  0.039
O 1.07697 -3.03588 1.22267  -0.111
H 2.18804 -4.00567 -0.31697  0.006
H -1.95822 2.04567 3.11566  0.007
O -2.58777 2.75676 3.25356  -0.102
H 1.31882 1.14098 1.28471  -0.018
H 0.43612 1.49938 2.33597  0.001
O 1.27858 1.00767 2.25225  -0.127

***

10.
DFT (the ωB97M-V functional and the def2-TZVPD basis) results for C5H16NOPd as an isolated structure at a distorted geometry.

## Properties
<S²>: 2.004
Charge: -1
Multiplicity: 3
Energy above the lowest of the compared OMol25 structures with the same formula, charge and spin, kcal per mole: 13.0
Total energy, eV: -12457.213

Last column: Mulliken spin population.
Atoms and positions in Å:
C -1.38341 1.94198 -1.15848  0.321
Pd -0.37108 0.36485 -1.73491  1.654
N 0.94469 -1.17024 -2.28937  0.398
H -0.76328 0.74043 -3.34358  0.066
H 1.93293 -0.89151 -2.24508  -0.205
H -1.53923 0.64401 -2.97583  0.030
H -1.84580 2.36466 -2.06283  -0.012
H -0.70121 2.65899 -0.68020  0.001
H -2.13139 1.56218 -0.44488  -0.037
H 0.85073 -2.00934 -1.70606  -0.220
H 0.74438 -1.44552 -3.25103  -0.247
C 0.57118 0.16955 2.59665  0.268
C -0.08998 -1.17129 2.25695  -0.319
C 0.29888 -1.42304 0.81463  1.639
O 0.52481 -0.10768 0.20439  -0.903
C 0.51474 0.91397 1.26454  -0.087
H 0.05526 0.72577 3.38693  -0.063
H 1.62103 0.01984 2.88268  -0.094
H -1.17986 -1.07660 2.33051  -0.017
H 0.24164 -1.97201 2.91872  -0.245
H 1.25107 -1.96649 0.75354  -0.279
H -0.47628 -1.94345 0.24264  0.364
H -0.42584 1.47805 1.15296  0.020
H 1.35603 1.59290 1.08712  -0.034

***

11.
DFT (the ωB97M-V functional and the def2-TZVPD basis) results for a 3-piece molecular cluster, C5H16NOS overall at a distorted geometry.

## Properties
Charge: +1
Energy above the lowest of the compared OMol25 structures with the same formula, charge and spin, kcal per mole: 172.6
Total energy, eV: -19803.849

Last column: Löwdin charge in e.
Atoms and positions in Å:
C -1.51588 -1.90316 0.37507  -0.080
C -0.57921 -1.30051 1.31477  -0.287
C 0.84453 -1.25886 0.74707  -0.231
C 2.00168 -0.67211 1.53747  -0.386
S 1.50129 0.91642 2.27926  1.095
C 1.34956 1.84384 0.70910  -0.272
N -1.67014 1.94819 -3.34253  -0.004
H -1.41811 -1.28719 -0.60539  0.106
H -2.58356 -1.91189 0.68146  0.108
H -1.18884 -2.91636 0.08170  0.106
H -0.44768 -1.82712 2.28095  0.153
H 1.16678 -2.27933 0.41019  0.157
H 0.71627 -0.59298 -0.09003  0.066
H 2.13896 -1.34219 2.37926  0.096
H 2.94161 -0.40114 1.04696  0.099
H 0.49680 1.40737 0.18473  0.015
H 2.29842 1.67994 0.25256  0.057
H 1.23848 2.90893 0.93220  0.072
H -1.33890 2.81181 -2.94224  0.002
H -2.37603 2.27809 -4.04436  0.048
H -0.85231 -0.26189 1.51878  0.106
H -2.04014 1.28918 -2.60730  0.019
H -0.34377 0.38654 -2.03560  0.036
O -0.33981 0.48441 -1.06408  -0.079

***

12.
DFT (the ωB97M-V functional and the def2-TZVPD basis) results for a 2-piece molecular cluster, C5H16NS overall at a distorted geometry.

## Properties
Charge: +1
Energy above the lowest of the compared OMol25 structures with the same formula, charge and spin, kcal per mole: 13.5
Total energy, eV: -17763.380

Last column: Löwdin charge in e.
Atoms and positions in Å:
C -2.00842 1.72598 0.19132  -0.073
C -2.16433 0.39836 -0.49176  -0.205
N -0.90733 0.01116 -1.23778  -0.066
C -0.98537 -1.30326 -1.92970  -0.004
H -1.82184 2.56905 -0.47402  0.093
H -2.91920 1.90371 0.77899  0.104
H -1.19530 1.65872 0.89043  0.036
H -2.21166 -0.43816 0.24660  0.130
H -3.00169 0.34724 -1.22905  0.146
H -0.12782 -0.11243 -0.49130  0.038
H -0.70710 0.75719 -1.86258  0.154
H -1.14599 -2.05757 -1.16818  0.105
H -0.05958 -1.47263 -2.47232  0.098
H -1.80597 -1.30090 -2.65658  0.110
C 2.42864 0.12452 -0.46293  -0.188
C 2.36847 -0.24460 1.02211  -0.538
S 0.61406 -0.42969 1.53125  0.767
H 1.90523 1.07390 -0.66476  0.075
H 1.98120 -0.63212 -1.10531  0.051
H 3.48761 0.22193 -0.76933  0.092
H 2.86001 -1.20049 1.27488  0.078
H 2.80576 0.64371 1.53531  0.092
H 0.64893 0.62983 2.35742  -0.095